{"formula": "C34H134O33", "method": "the ωB97M-V functional and the def2-TZVPD basis", "symbols": ["C", "C", "O", "H", "H", "H", "H", "H", "H", "C", "C", "O", "H", "H", "H", "H", "H", "H", "C", "C", "O", "H", "H", "H", "H", "H", "H", "C", "C", "O", "H", "H", "H", "H", "H", "H", "C", "C", "O", "H", "H", "H", "H", "H", "H", "C", "C", "O", "H", "H", "H", "H", "H", "H", "C", "C", "O", "H", "H", "H", "H", "H", "H", "C", "C", "O", "H", "H", "H", "H", "H", "H", "C", "C", "O", "H", "H", "H", "H", "H", "H", "C", "C", "O", "H", "H", "H", "H", "H", "H", "C", "C", "O", "H", "H", "H", "H", "H", "H", "C", "C", "O", "H", "H", "H", "H", "H", "H", "C", "C", "O", "H", "H", "H", "H", "H", "H", "C", "C", "O", "H", "H", "H", "H", "H", "H", "C", "C", "O", "H", "H", "H", "H", "H", "H", "C", "C", "O", "H", "H", "H", "H", "H", "H", "C", "C", "O", "H", "H", "H", "H", "H", "H", "O", "H", "H", "O", "H", "H", "O", "H", "H", "O", "H", "H", "O", "H", "H", "O", "H", "H", "O", "H", "H", "O", "H", "H", "O", "H", "H", "O", "H", "H", "O", "H", "H", "O", "H", "H", "O", "H", "H", "O", "H", "H", "O", "H", "H", "O", "H", "H"], "coordinates": [[-1.98106, -1.93500, -2.91398], [-2.53686, -2.08687, -4.29997], [-2.16959, -0.92971, -5.00869], [-0.89349, -2.00379, -2.89020], [-2.34061, -2.75017, -2.28603], [-2.32183, -0.96380, -2.55515], [-3.62010, -2.18398, -4.22741], [-2.06755, -2.86739, -4.89882], [-1.20997, -0.90361, -5.01632], [-0.82172, 0.90620, -0.44333], [-0.14692, 0.31536, 0.80716], [-0.57607, -1.02081, 0.92548], [-0.54387, 1.92298, -0.72093], [-1.87155, 1.07887, -0.20640], [-0.70741, 0.24242, -1.30032], [-0.36446, 0.95847, 1.65992], [0.91687, 0.36957, 0.57584], [-0.03461, -1.45258, 0.26066], [-3.36937, -2.14892, 7.60914], [-3.18045, -0.73853, 6.97456], [-1.99067, -0.69533, 6.19092], [-4.28253, -2.05360, 8.19665], [-2.48492, -2.45215, 8.16942], [-3.50889, -2.86888, 6.80274], [-3.11394, -0.04919, 7.81627], [-4.01404, -0.44163, 6.33810], [-2.15032, -0.11120, 5.44600], [4.29689, -5.02708, 0.74743], [4.62622, -3.48591, 0.71677], [3.63365, -2.80618, 0.01918], [3.29716, -5.16623, 1.15888], [5.00870, -5.56917, 1.36997], [4.42708, -5.37023, -0.27892], [5.59436, -3.41255, 0.22138], [4.71996, -3.18143, 1.75917], [4.03138, -1.96252, -0.20804], [4.86366, 5.11649, 3.75658], [4.92142, 4.68502, 2.28996], [3.74058, 3.94737, 2.05712], [5.84457, 5.48717, 4.05408], [4.75863, 4.22826, 4.37957], [4.12649, 5.89407, 3.95663], [5.85793, 4.17221, 2.07066], [4.84595, 5.55474, 1.63730], [3.66734, 3.75542, 1.11937], [4.43335, 1.39071, -4.48160], [3.38464, 2.50181, -4.33526], [3.97523, 3.83390, -4.34819], [3.90362, 0.46964, -4.72473], [4.91527, 1.20428, -3.52187], [5.15552, 1.50258, -5.29033], [2.77082, 2.35056, -3.44732], [2.62168, 2.36193, -5.10104], [3.25778, 4.41626, -4.60845], [1.22050, 0.81453, 5.69809], [1.19562, 2.21184, 5.20540], [0.03214, 2.53265, 4.49646], [2.22226, 0.56343, 6.04669], [0.99710, 0.11201, 4.89519], [0.52726, 0.69814, 6.53114], [2.07132, 2.48496, 4.61663], [1.13752, 2.86759, 6.07414], [0.40191, 3.25237, 3.97986], [-2.33768, -6.07544, 1.91533], [-1.37381, -7.24995, 2.31074], [-1.75974, -7.77233, 3.54695], [-3.34546, -6.48007, 1.82184], [-2.19006, -5.68587, 0.90809], [-2.30697, -5.25279, 2.62976], [-0.32278, -6.96116, 2.31719], [-1.37760, -7.98051, 1.50180], [-1.88697, -7.05214, 4.16883], [0.91527, 6.57161, -7.05199], [0.50151, 5.57012, -5.96704], [1.57608, 5.05242, -5.29872], [1.45110, 6.13153, -7.89301], [1.66941, 7.18656, -6.56087], [0.20133, 7.25612, -7.51007], [-0.19980, 4.81646, -6.32517], [-0.18807, 6.15710, -5.36038], [1.19209, 4.62468, -4.52985], [-4.24484, -3.25761, 1.51004], [-5.38792, -3.72192, 0.58975], [-5.18468, -3.15029, -0.71082], [-4.31444, -3.86323, 2.41364], [-4.35349, -2.24229, 1.89138], [-3.27233, -3.36210, 1.02899], [-6.33898, -3.38306, 1.00054], [-5.45953, -4.80954, 0.58019], [-4.58426, -3.74730, -1.16325], [3.64058, -2.11489, -3.56400], [4.16135, -3.49470, -3.98503], [4.55101, -3.39052, -5.38061], [2.69498, -1.77168, -3.98370], [4.44745, -1.38461, -3.62553], [3.38267, -2.11720, -2.50496], [3.42531, -4.28191, -3.82187], [5.02121, -3.68456, -3.34263], [3.71868, -3.47683, -5.85111], [0.98936, -7.40282, -1.27932], [0.61270, -5.94229, -1.67540], [-0.27110, -6.01323, -2.69446], [0.11143, -7.98466, -0.99863], [1.63291, -7.34182, -0.40169], [1.49357, -7.83743, -2.14244], [1.53989, -5.44735, -1.96429], [0.24972, -5.33803, -0.84401], [-0.17568, -5.22886, -3.23968], [4.58269, 0.70146, 3.20816], [5.60170, -0.44595, 3.13089], [6.00450, -0.39415, 1.77981], [4.11275, 0.68820, 4.19157], [3.74876, 0.58087, 2.51671], [5.08708, 1.65874, 3.07665], [4.97342, -1.31263, 3.33640], [6.37531, -0.36286, 3.89425], [6.68887, 0.27369, 1.69479], [0.47473, -4.28009, 2.36487], [1.07223, -2.93550, 2.72436], [0.02358, -2.10202, 3.26948], [1.18338, -5.01633, 1.98557], [-0.22608, -3.98559, 1.58371], [-0.02408, -4.76485, 3.20411], [1.50394, -2.45781, 1.84485], [1.86495, -3.04291, 3.46473], [-0.32716, -1.53824, 2.57612], [0.35912, 5.73188, -1.77788], [0.22233, 4.23266, -1.81987], [0.29997, 3.85711, -3.14531], [1.32072, 6.11135, -2.12346], [0.14417, 6.08733, -0.77014], [-0.34268, 6.20902, -2.46192], [-0.75204, 3.96779, -1.40933], [1.01779, 3.74245, -1.25857], [-0.53850, 3.98131, -3.59602], [-5.80576, 4.40854, 1.01675], [-5.61810, 2.89707, 1.25339], [-4.39230, 2.56394, 0.71917], [-4.89304, 4.93593, 1.29405], [-6.64087, 4.84962, 1.56094], [-5.96340, 4.64181, -0.03627], [-6.35218, 2.25436, 0.76746], [-5.56731, 2.69660, 2.32359], [-4.16992, 1.65010, 0.91170], [-3.18749, 2.75096, 5.66913], [-3.46576, 2.10806, 4.31852], [-2.47527, 1.13384, 4.10040], [-3.19017, 2.09046, 6.53621], [-3.89635, 3.57395, 5.76027], [-2.23974, 3.28924, 5.65770], [-3.43135, 2.78629, 3.46593], [-4.44993, 1.65102, 4.42155], [-1.63310, 1.59408, 4.12381], [0.43975, -3.66342, -4.77504], [0.11284, -3.89281, -5.64494], [0.65230, -2.73213, -4.83643], [-0.48552, -2.94828, 5.82781], [-0.89806, -2.12409, 6.08616], [-0.23003, -2.81307, 4.91530], [-2.34204, 4.06229, -3.78749], [-2.27352, 3.33289, -4.40353], [-2.92438, 3.74108, -3.09905], [-3.23032, 0.16061, 1.66782], [-3.04996, 0.74720, 2.40241], [-2.44100, -0.37512, 1.58910], [2.86241, 1.82832, -0.59590], [3.57878, 1.21105, -0.44750], [2.31762, 1.40822, -1.26143], [0.60565, -0.92459, -5.25463], [1.03608, -0.95421, -6.10908], [0.74697, -0.02972, -4.94562], [1.31416, 4.65783, 2.89447], [1.37290, 5.61099, 2.82912], [2.22295, 4.36563, 2.96481], [-5.73330, -0.60873, -3.48661], [-6.22983, -1.42553, -3.43643], [-5.49642, -0.41577, -2.57948], [0.18950, 1.57983, -4.49159], [-0.74042, 1.69838, -4.68509], [0.41913, 2.33261, -3.94678], [-2.66757, 1.75118, -4.85024], [-2.69718, 0.79648, -4.91274], [-3.58292, 2.02424, -4.91208], [-3.82482, 2.45948, -2.07021], [-3.73639, 1.50649, -2.05539], [-3.89897, 2.70798, -1.14881], [3.44556, 4.84419, -1.67466], [3.83136, 4.30864, -2.36790], [2.87441, 4.24292, -1.19665], [-4.54996, -0.18438, -0.91800], [-4.61736, -1.13920, -0.92197], [-4.28780, 0.03398, -0.02366], [4.62167, -0.40782, -0.33633], [5.29865, -0.59980, -0.98523], [5.08977, -0.38127, 0.49818], [1.11688, -2.47470, -0.83361], [1.40405, -2.98126, -1.59333], [1.89614, -2.40686, -0.28192], [-6.32250, 3.63176, -2.57944], [-5.53086, 3.41512, -2.08691], [-6.14077, 3.33160, -3.47001]], "atomic_forces_ev_per_a": [[0.0, -0.8, 0.3], [0.7, -0.1, 0.0], [-1.0, 1.3, -0.8], [0.1, 0.2, -0.1], [-0.1, 0.1, 0.3], [0.1, -0.1, 0.3], [0.0, 0.1, -0.5], [-0.5, -0.8, 0.6], [0.5, 0.0, -0.2], [-0.7, 0.6, 0.5], [0.2, 1.7, -2.1], [-0.2, 0.3, 0.8], [0.8, -0.1, 0.1], [-0.3, -0.6, -0.3], [-0.1, 0.0, 0.0], [0.0, -0.5, 0.4], [0.3, -0.2, 0.6], [-0.1, -1.0, -0.5], [-0.2, 1.2, -1.4], [0.5, -1.0, 0.5], [-0.2, 0.0, 0.7], [0.2, -0.5, 0.3], [-0.2, 0.2, 0.2], [-0.1, -0.1, 0.1], [0.1, 0.4, 0.0], [-0.3, -0.2, 0.1], [0.0, 0.3, -0.4], [0.5, 1.5, -0.2], [0.2, -2.8, 0.8], [-0.3, -0.4, 0.0], [0.0, -0.2, -0.3], [0.0, 0.1, 0.1], [-0.5, -0.3, 0.1], [0.2, 0.4, 0.0], [0.0, 0.5, 0.1], [-0.2, 0.9, -0.2], [1.1, -0.3, -0.3], [-0.6, 1.3, 0.6], [0.3, -1.0, 0.0], [0.0, 0.4, -0.1], [-0.6, 0.0, 0.1], [-0.1, -0.3, 0.0], [-0.1, -0.4, 0.0], [0.5, 0.2, 0.0], [-0.2, -0.1, -0.3], [-0.7, 0.0, 0.4], [0.4, 0.2, -0.6], [-0.3, -1.7, 0.3], [-0.2, -0.1, 0.1], [0.4, 0.1, -0.1], [0.0, 0.5, 0.2], [0.4, 0.0, 0.6], [0.3, 0.5, -0.6], [-0.1, 0.5, -0.3], [0.2, -0.7, 0.0], [0.3, 0.6, 1.5], [-0.4, -0.2, -1.1], [0.0, 0.0, 0.2], [-0.2, -0.1, 0.0], [-0.1, -0.3, -0.2], [0.2, -0.2, -0.1], [0.7, 0.2, 0.3], [-0.9, 0.8, -0.9], [0.4, -1.0, -0.3], [-0.4, 1.7, -1.1], [-0.1, -0.9, 0.2], [-0.2, -0.1, 0.6], [0.7, 0.1, 0.0], [0.0, -0.1, 0.0], [0.1, 0.5, 0.2], [-0.6, -0.6, 0.4], [0.1, 0.1, 0.0], [1.4, -0.3, -0.1], [-2.5, 1.7, -1.7], [1.0, -0.2, 0.3], [0.0, -0.4, 0.0], [0.0, 0.3, 0.0], [-0.6, -0.4, 0.5], [0.3, -0.6, -0.5], [0.2, 0.2, 0.9], [0.1, -0.3, 0.8], [-0.8, -0.4, 0.5], [0.8, 0.9, 0.7], [-0.5, -0.3, -0.1], [0.4, -0.2, 0.1], [-0.1, 0.2, -0.5], [0.0, -0.1, 0.1], [-0.1, 0.2, -0.3], [0.2, -0.1, -0.4], [0.1, 0.1, -0.2], [-0.2, -0.4, 1.3], [-0.3, 1.6, -0.5], [-0.1, -0.7, 1.0], [0.3, 0.0, -0.8], [-0.2, 0.1, -0.5], [0.1, -0.3, 0.4], [0.0, -0.1, -0.1], [0.3, -0.3, -0.5], [0.0, 0.0, -0.3], [-0.2, 1.5, 0.3], [1.7, -1.1, 1.8], [-1.6, 0.2, -1.9], [-0.1, 0.0, -0.2], [0.3, -0.3, -0.1], [0.0, -0.2, 0.2], [0.4, 0.1, -0.3], [-0.3, -0.2, 0.4], [-0.2, 0.2, -0.3], [0.2, 0.0, 1.5], [-2.7, 1.4, 0.3], [1.7, -1.1, -0.1], [0.0, 0.3, 0.2], [0.3, 0.0, -0.3], [-0.2, 0.1, -0.1], [0.7, -0.6, -0.4], [0.3, -0.1, -0.4], [0.1, 0.1, 0.0], [0.0, 0.4, -0.4], [-0.4, 0.1, 0.5], [1.1, -0.6, 0.5], [0.2, 0.2, -0.2], [-0.4, -0.8, -0.1], [-0.1, 0.4, 0.0], [0.1, 0.0, 0.0], [0.0, 0.2, 0.2], [0.0, -0.1, -0.6], [0.0, 0.9, 0.3], [-0.3, 1.4, 0.7], [1.4, -1.4, -1.6], [0.3, -0.4, 0.3], [0.1, 0.2, 0.0], [-0.5, -0.2, 0.1], [0.0, -0.3, 0.2], [-0.2, -0.2, 0.0], [-1.3, 0.4, 0.3], [-0.1, -0.3, -0.2], [-0.9, 1.0, 0.4], [2.1, 0.0, -1.0], [0.0, -0.1, 0.3], [0.0, -0.2, 0.1], [-0.1, -0.2, -0.1], [-0.6, 0.3, 0.2], [-0.5, 0.0, 0.2], [0.2, -0.2, 0.2], [0.0, 1.7, -0.6], [0.1, 0.2, 1.5], [-0.1, -1.3, -0.6], [-0.3, -0.1, -0.3], [-0.4, -0.1, 0.5], [0.3, -0.3, -0.1], [-0.4, 0.5, 0.2], [0.1, -0.4, -0.6], [0.9, 0.3, 0.1], [0.1, -0.8, 0.3], [-0.1, -0.2, -0.2], [0.0, 0.7, 0.1], [0.4, -1.0, 0.6], [-0.3, 0.4, 0.0], [-0.1, 0.3, -0.3], [0.8, 1.5, -0.3], [-0.2, -0.3, -0.1], [-0.2, -0.5, 0.5], [-0.8, 0.0, -0.7], [0.3, 0.1, 0.8], [0.4, -0.4, -0.3], [-0.3, 0.7, 0.2], [0.4, -0.5, 0.0], [-0.2, -0.1, -0.2], [0.2, -1.1, -0.3], [0.0, 0.0, -0.4], [-0.1, 1.2, 0.6], [-0.9, -0.1, 0.4], [-0.1, 0.2, 0.0], [0.7, -0.2, -0.4], [0.1, 0.0, -0.5], [-0.2, -0.2, 0.0], [0.0, 0.3, 0.4], [0.4, -0.9, -0.6], [-0.5, 0.0, -0.1], [0.3, 0.5, 0.6], [-0.2, 0.3, -0.3], [0.2, -1.3, -0.1], [-0.3, 0.1, 0.0], [0.3, 0.5, -0.5], [-0.1, -0.5, 0.0], [-0.1, 0.0, 0.9], [0.0, 0.5, 0.6], [0.3, -0.2, -0.7], [-0.1, -0.3, 0.1], [-0.1, 0.4, -0.5], [0.0, -0.8, 0.2], [0.2, -0.1, 0.5], [-0.7, 0.2, -1.4], [0.2, 0.1, -0.4], [0.6, 0.1, 1.2], [-0.9, 0.5, 0.0], [0.0, -0.1, -0.2], [0.7, -0.4, 0.3], [-0.7, 0.5, 0.1], [0.2, -0.3, -0.1], [0.1, -0.1, -0.1]], "lowdin_charge": [-0.07, -0.29, -0.10, 0.06, 0.08, 0.07, 0.11, 0.10, 0.03, -0.04, -0.27, -0.10, 0.06, 0.05, 0.07, 0.12, 0.10, 0.04, -0.07, -0.29, -0.11, 0.07, 0.08, 0.07, 0.10, 0.11, 0.04, -0.05, -0.30, -0.12, 0.05, 0.07, 0.07, 0.11, 0.10, 0.01, -0.07, -0.30, -0.11, 0.07, 0.07, 0.08, 0.11, 0.12, 0.08, -0.06, -0.28, -0.08, 0.05, 0.06, 0.08, 0.08, 0.10, 0.04, -0.07, -0.33, -0.08, 0.07, 0.07, 0.08, 0.10, 0.12, 0.04, -0.09, -0.32, -0.06, 0.07, 0.06, 0.06, 0.08, 0.11, 0.09, -0.07, -0.35, -0.06, 0.07, 0.07, 0.07, 0.11, 0.11, 0.04, -0.08, -0.27, -0.09, 0.07, 0.06, 0.07, 0.11, 0.11, 0.08, -0.08, -0.27, -0.08, 0.05, 0.06, 0.04, 0.10, 0.11, 0.07, -0.06, -0.37, -0.05, 0.07, 0.06, 0.07, 0.10, 0.09, 0.05, -0.07, -0.25, -0.09, 0.07, 0.08, 0.07, 0.11, 0.12, 0.12, -0.07, -0.27, -0.11, 0.06, 0.07, 0.08, 0.09, 0.11, 0.03, -0.06, -0.30, -0.13, 0.07, 0.08, 0.08, 0.11, 0.09, 0.05, -0.05, -0.30, -0.11, 0.08, 0.07, 0.06, 0.12, 0.10, 0.03, -0.06, -0.29, -0.11, 0.07, 0.08, 0.07, 0.12, 0.12, 0.06, -0.04, 0.05, -0.02, -0.08, -0.03, -0.03, -0.04, -0.01, 0.01, -0.04, 0.01, 0.03, -0.04, -0.01, 0.03, -0.05, 0.08, 0.01, -0.04, 0.05, -0.01, -0.04, 0.03, -0.02, -0.03, 0.02, 0.00, -0.05, 0.02, 0.07, -0.05, 0.03, 0.02, -0.04, 0.00, -0.02, -0.04, 0.02, 0.00, -0.03, 0.08, -0.01, -0.04, 0.03, 0.00, -0.06, -0.02, 0.03], "e_homo_ev": -9.63, "fmax_ev_per_a": 3.5, "lumo_energy_ev": -0.3}